Computed, not measured: C33H60BeBrN4OSSi4 as an isolated structure, with wB97M-V/def2-TZVPD.

Structure (XYZ):
```
105
Properties=species:S:1:pos:R:3:mulliken_charge:R:1
Be -0.192 -0.250 1.066 -1.186
C 1.401 -1.370 6.333 -0.962
C -0.043 -0.921 6.132 -0.965
N -0.752 -1.738 5.159 0.339
C -1.587 -2.813 5.690 -0.686
C -3.033 -2.377 5.888 -1.185
C -0.726 -1.471 3.831 0.231
S 0.225 -0.164 3.277 -0.614
N -1.508 -2.297 3.112 0.042
C -1.613 -2.320 1.795 -0.286
O -1.039 -1.594 0.932 0.311
C -2.517 -3.377 1.249 0.251
C -2.602 -3.549 -0.129 0.132
C -3.416 -4.537 -0.660 -0.885
C -4.158 -5.353 0.181 -0.496
C -4.083 -5.179 1.558 -0.732
C -3.264 -4.199 2.091 -0.138
H 1.874 -0.785 7.123 0.397
H 1.959 -1.227 5.409 0.193
H 1.440 -2.426 6.609 0.305
H -0.070 0.118 5.805 0.463
H -0.591 -0.996 7.073 0.444
H -1.148 -3.119 6.642 0.490
H -1.541 -3.659 5.008 0.403
H -3.092 -1.519 6.560 0.429
H -3.625 -3.190 6.312 0.342
H -3.461 -2.093 4.927 0.240
H -2.028 -2.896 -0.771 0.280
H -3.473 -4.663 -1.733 0.386
H -4.798 -6.122 -0.233 0.386
H -4.663 -5.813 2.217 0.409
H -3.191 -4.051 3.160 0.333
C 5.092 -2.741 -0.460 -0.988
C 4.797 -1.759 0.671 -1.175
N 3.720 -0.820 0.371 0.445
C 4.139 0.513 -0.053 0.521
C 5.045 0.507 -1.277 -1.537
C 2.424 -1.105 0.675 1.451
C 2.124 -2.446 1.283 -0.985
N 1.435 -0.313 0.445 0.566
H 5.843 -3.465 -0.136 0.450
H 5.464 -2.226 -1.344 0.239
H 4.193 -3.283 -0.752 0.231
H 5.689 -1.166 0.883 0.504
H 4.567 -2.305 1.584 0.587
H 4.641 1.007 0.787 0.283
H 3.262 1.106 -0.296 -0.596
H 6.007 0.035 -1.074 0.483
H 5.235 1.536 -1.584 0.590
H 4.560 -0.010 -2.106 -0.069
H 2.436 -2.464 2.330 0.266
H 2.623 -3.254 0.752 0.413
H 1.054 -2.611 1.240 -0.593
H 1.668 0.561 -0.010 -0.410
C -0.158 -3.244 -3.093 -1.029
Si -0.902 -1.637 -3.806 0.145
C -0.784 -1.926 -5.686 -1.114
C -2.775 -1.655 -3.482 -1.134
Si 0.069 0.177 -2.752 0.508
Si 2.216 0.266 -3.609 0.217
C 3.145 1.776 -2.902 -1.378
C 3.208 -1.251 -3.015 -0.889
C 2.630 0.359 -5.467 -1.229
Si -0.998 2.034 -3.654 0.731
C -2.826 2.106 -3.143 -0.988
C -1.008 2.144 -5.556 -1.157
C -0.181 3.648 -3.070 -1.135
H -0.819 -4.108 -3.222 0.468
H 0.069 -3.138 -2.029 0.006
H 0.783 -3.468 -3.605 0.389
H -1.286 -2.852 -5.986 0.331
H 0.261 -1.990 -6.003 0.248
H -1.241 -1.100 -6.238 0.245
H -3.209 -2.649 -3.630 0.405
H -3.274 -0.967 -4.169 0.336
H -3.012 -1.326 -2.467 0.194
H 2.937 1.912 -1.835 0.288
H 2.820 2.690 -3.405 0.491
H 4.228 1.687 -3.034 0.373
H 3.113 -1.376 -1.931 -0.289
H 4.272 -1.169 -3.265 0.456
H 2.826 -2.164 -3.478 0.476
H 2.213 1.269 -5.907 0.264
H 2.197 -0.488 -6.005 0.254
H 3.711 0.361 -5.645 0.358
H -3.463 1.665 -3.914 0.323
H -3.158 3.133 -2.971 0.419
H -2.989 1.550 -2.217 0.078
H -1.508 1.266 -5.974 0.197
H 0.015 2.145 -5.939 0.201
H -1.517 3.038 -5.934 0.368
H 0.229 3.528 -2.065 0.165
H -0.897 4.474 -3.039 0.427
H 0.639 3.931 -3.736 0.322
Br -3.674 5.203 0.713 -0.268
C -2.624 3.604 0.721 0.042
C -1.245 3.700 0.693 -0.565
C -0.499 2.527 0.714 0.508
C -1.071 1.249 0.759 0.411
C -2.472 1.227 0.780 -0.233
C -3.256 2.376 0.760 -0.762
H -0.765 4.669 0.653 0.411
H 0.585 2.630 0.679 0.168
H -2.988 0.270 0.797 0.183
H -4.337 2.316 0.767 0.416
```

The calculation puts the gap between HOMO and LUMO at 0.18886 Eh. The HOMO energy is -2.941 eV. Its lowest unoccupied orbital energy is 2.198 eV. The calculation puts the relative energy (zero: lowest compared OMol25 entry of this formula, charge and spin) at 0.601 eV. Its total charge is -1.



Computed, not measured: one molecule with the formula C15H19NO2S, with wB97M-V/def2-TZVPD.

Structure (XYZ):
```
38
Properties=species:S:1:pos:R:3:nbo_charge:R:1
C -4.720 -1.388 0.278 -0.632
C -3.404 -0.729 0.005 0.036
C -3.217 0.617 0.266 -0.231
C -2.022 1.272 -0.020 0.032
C -0.983 0.533 -0.582 -0.294
C -1.138 -0.830 -0.854 0.038
C -2.348 -1.439 -0.549 -0.230
H -2.471 -2.491 -0.761 0.211
C -0.049 -1.658 -1.457 -0.661
H 0.719 -1.882 -0.717 0.235
H 0.419 -1.129 -2.282 0.251
H -0.454 -2.600 -1.821 0.219
S 0.572 1.281 -1.108 2.323
O 0.708 2.639 -0.671 -0.925
O 0.760 1.026 -2.505 -0.928
N 1.777 0.397 -0.297 -0.618
C 1.953 0.328 1.066 0.163
C 3.174 -0.234 1.306 -0.286
C 3.788 -0.504 0.051 -0.076
C 2.906 -0.103 -0.906 -0.066
H 2.966 -0.109 -1.975 0.231
C 5.144 -1.088 -0.158 -0.620
H 5.904 -0.439 0.277 0.217
H 5.223 -2.063 0.321 0.215
H 5.347 -1.198 -1.220 0.218
H 3.600 -0.430 2.271 0.220
C 0.910 0.824 2.002 -0.656
H 0.017 0.197 1.966 0.222
H 1.301 0.817 3.016 0.232
H 0.628 1.840 1.732 0.233
C -1.954 2.728 0.327 -0.659
H -2.883 3.217 0.041 0.220
H -1.122 3.226 -0.154 0.263
H -1.843 2.835 1.406 0.224
H -4.025 1.190 0.698 0.210
H -4.593 -2.449 0.476 0.220
H -5.219 -0.924 1.125 0.220
H -5.368 -1.282 -0.593 0.228
```

As for the SMILES: Cc1cc(C)c(S(=O)(=O)n2cc(C)cc2C)c(C)c1. The calculation puts the gap between HOMO and LUMO at 0.32797 Eh. The HOMO energy is -8.239 eV. Its lowest unoccupied orbital energy is 0.686 eV. The calculation puts the relative energy (zero: lowest compared OMol25 entry of this formula, charge and spin) at 1.173 eV. Its total charge is 0.



Computed, not measured: an isolated ion of composition C2H3N4OS and charge +1, with wB97M-V/def2-TZVPD.

Structure (XYZ):
```
11
Properties=species:S:1:pos:R:3:nbo_charge:R:1
C -0.701 0.074 -0.861 0.393
C 1.233 1.140 -0.142 0.394
N 0.367 0.819 -1.025 -0.442
N -2.010 -1.346 0.462 0.279
N -1.005 -0.503 0.299 -0.394
N 1.541 0.128 0.706 -0.675
O -2.865 -1.249 -0.334 -0.230
S 0.350 -0.997 1.356 0.700
H -1.257 -0.346 -1.648 0.247
H 1.973 1.988 -0.174 0.266
H 2.373 0.291 1.360 0.462
```

As for the SMILES: O=NN1C=NC=[NH+]S1. The calculation puts the gap between HOMO and LUMO at 0.28057 Eh. The HOMO energy is -14.201 eV. Its lowest unoccupied orbital energy is -6.567 eV. The calculation puts the relative energy (zero: lowest compared OMol25 entry of this formula, charge and spin) at 0.479 eV. Its total charge is +1.



Computed, not measured: a 5-piece molecular cluster, C2H13O4S overall, with wB97M-V/def2-TZVPD.

Structure (XYZ):
```
20
Properties=species:S:1:pos:R:3:nbo_charge:R:1
C -2.361 0.767 2.249 -0.620
C -1.247 0.156 1.403 -0.519
S -1.327 0.393 -0.407 -0.647
H -2.662 -0.004 2.969 0.188
H -3.247 1.160 1.756 0.210
H -1.956 1.606 2.825 0.188
H -1.111 -0.909 1.638 0.179
H -0.272 0.543 1.723 0.177
H -0.215 3.285 -1.327 0.469
H 0.600 2.195 -0.727 0.490
O 0.676 2.929 -1.345 -0.974
H 0.824 -3.147 0.326 0.456
H 0.688 -2.577 -1.107 0.502
O 0.415 -3.327 -0.534 -0.972
H 0.781 -0.323 -2.700 0.482
H 0.190 -0.541 -1.295 0.480
O 0.773 -0.999 -2.004 -1.053
H 2.475 -0.691 -1.510 0.502
H 3.544 0.118 -0.675 0.457
O 3.431 -0.633 -1.257 -0.995
```

The calculation puts the gap between HOMO and LUMO at 0.26445 Eh. The HOMO energy is -3.512 eV. Its lowest unoccupied orbital energy is 3.684 eV. The calculation puts the relative energy (zero: lowest compared OMol25 entry of this formula, charge and spin) at 0.652 eV. Its total charge is -1.



> Among the records above, which one has the lowest lowest unoccupied orbital energy?

C2H3N4OS